Record 1
{"formula": "C3H7N", "method": "ωB97M-V/def2-TZVPD", "spin_multiplicity": 2, "charge": 1, "e_above_lowest_kcal_mol": 55.9, "orbital_gap_ev": [11.230, 7.115], "homo_energy_ev": [-16.29, -16.06], "elements": ["N", "C", "C", "C", "H", "H", "H", "H", "H", "H", "H"], "positions_angstrom": [[0.3976, 1.4204, 0.7613], [-0.5792, 0.2976, 0.7646], [-0.0957, -0.8474, -1.3528], [0.0445, -0.8150, 0.0051], [-0.0525, 0.0881, -1.9216], [1.3113, 1.0666, 1.0853], [0.4019, -1.7096, 0.5251], [0.6925, 1.5960, -0.2093], [-1.5936, 0.6329, 0.5085], [0.1608, -1.7161, -1.9621], [-0.6877, -0.0137, 1.7959]]}


Record 2
{"formula": "C29H72F6NO31S11", "method": "ωB97M-V/def2-TZVPD", "spin_multiplicity": 1, "charge": -1, "e_above_lowest_kcal_mol": 0.0, "orbital_gap_ev": 9.564, "homo_energy_ev": -8.28, "elements": ["S", "S", "S", "S", "S", "S", "S", "S", "S", "S", "S", "F", "F", "F", "F", "F", "F", "O", "O", "O", "O", "O", "O", "O", "O", "O", "O", "O", "O", "O", "O", "O", "O", "O", "O", "O", "O", "O", "O", "O", "O", "O", "O", "O", "O", "O", "O", "O", "N", "C", "C", "C", "C", "C", "C", "C", "C", "C", "C", "C", "C", "C", "C", "C", "C", "C", "C", "C", "C", "C", "C", "C", "C", "C", "C", "C", "C", "C", "H", "H", "H", "H", "H", "H", "H", "H", "H", "H", "H", "H", "H", "H", "H", "H", "H", "H", "H", "H", "H", "H", "H", "H", "H", "H", "H", "H", "H", "H", "H", "H", "H", "H", "H", "H", "H", "H", "H", "H", "H", "H", "H", "H", "H", "H", "H", "H", "H", "H", "H", "H", "H", "H", "H", "H", "H", "H", "H", "H", "H", "H", "H", "H", "H", "H", "H", "H", "H", "H", "H", "H"], "positions_angstrom": [[3.4878, -5.3154, -2.4263], [-3.8248, -3.9243, -0.6595], [-0.6441, 3.7942, -8.3873], [4.6387, 2.2799, -1.5798], [5.8107, -2.6459, 4.0159], [-0.1163, 5.6758, 2.9101], [-0.1607, -3.1717, -5.7479], [-0.8078, -2.1339, 4.0728], [-0.0547, 0.0650, 0.3141], [-0.5247, 1.7198, -1.6477], [-4.8254, 3.2757, 1.6442], [-0.4077, 4.2474, -0.7758], [1.2881, 0.5193, 2.5366], [1.3810, -1.5442, 1.8355], [-1.5368, 3.9250, -2.5968], [2.5541, -0.0482, 0.8533], [0.6190, 3.8668, -2.6550], [-5.9100, 3.1210, 2.5394], [6.6857, -3.1379, 5.0035], [5.6853, 1.3245, -1.6909], [-4.6016, -4.5932, -1.6307], [-1.2041, -0.0112, 1.1727], [4.2067, -5.4990, -3.6308], [4.3177, -4.2437, -1.6304], [0.4538, -2.3138, -6.7131], [-0.8547, 4.2648, -6.8885], [-0.9784, -2.6973, 2.7985], [-3.9161, 4.3543, 1.7780], [-5.4279, 3.3010, 0.1831], [6.2702, -2.3238, 2.7045], [4.3539, 2.4686, -0.0329], [0.1148, -0.9295, -0.6907], [-1.9217, 1.4113, -1.6448], [-0.1128, 4.9286, -9.0734], [-0.2272, -4.5752, -5.9644], [0.6469, 6.3175, 1.9070], [-1.6622, -3.0661, 5.0345], [5.1475, -1.3773, 4.6625], [-4.5946, -4.1308, 0.7009], [2.1068, -5.0078, -2.4155], [4.7806, 3.5600, -2.1929], [-2.4513, -4.1857, -0.4681], [-1.0798, 6.4131, 3.6400], [0.9232, 5.0203, 3.9036], [-1.6527, -2.6647, -5.6057], [0.2254, 1.2072, -2.7396], [0.4699, -1.8909, 4.6442], [-1.8278, 3.1596, -8.8573], [0.2240, 1.5426, -0.2238], [-3.9089, 1.7819, 1.5365], [4.4047, -3.6859, 3.8827], [0.6048, 2.5695, -8.1821], [-5.1497, -3.8697, 2.9852], [3.8153, 3.7570, 0.3703], [-4.5339, 3.6345, -0.8964], [-1.5567, -2.8178, 6.4594], [3.6927, -3.4606, -0.5570], [3.1026, 1.5599, -2.0602], [-2.5265, -3.4794, -4.7929], [-4.0731, -3.5834, 1.9508], [0.4304, 4.4501, 5.1287], [0.5137, -2.8522, -4.1749], [-4.0046, -2.1855, -0.9041], [4.5340, -2.2057, -0.4598], [4.3486, -0.5244, 3.7970], [-1.8335, 2.2859, -5.7967], [5.1423, 0.5818, 3.1913], [0.5682, 2.9395, 5.1112], [-1.9946, 3.7336, -6.1751], [3.1877, 3.5791, 1.7215], [-0.8234, 4.2331, 2.1692], [-1.8228, -0.6811, 4.1305], [-5.1669, 4.6798, -1.7877], [-0.4366, 3.5717, -1.9092], [-3.8311, -2.7145, -4.7591], [-0.6427, -3.8055, 7.0934], [1.3792, -0.2660, 1.4558], [3.7079, -6.7318, -1.3834], [-3.6550, 1.4730, 2.5520], [3.8707, -4.0751, 0.3348], [-0.5379, 4.8499, 5.4283], [0.0311, 2.4963, 4.2708], [0.3715, -3.7408, 6.6980], [-0.9275, 2.1173, -5.2196], [2.3355, 2.2336, -1.7060], [0.0441, 3.6987, 1.7951], [-4.5434, 4.7782, -2.6790], [1.5215, -3.2469, -4.1203], [-2.9130, 3.8840, -6.7429], [-3.7111, -1.6879, -4.4004], [-1.3511, 3.6957, 2.9550], [3.0326, 0.6089, -1.5484], [-1.2948, 0.1358, 3.6566], [1.1089, 4.8219, 5.9048], [0.1644, 1.6568, -7.7955], [-6.1632, 4.3880, -2.1105], [4.7593, -7.0002, -1.4716], [-2.5845, -2.9310, 6.8017], [-4.4923, 0.9839, 1.0987], [1.3638, 2.9822, -7.5204], [1.6131, 2.6381, 5.0969], [1.0877, 2.4100, -9.1446], [-2.0963, 4.3186, -5.2601], [-1.2045, -1.8118, 6.6939], [2.6254, -3.2820, -0.6599], [3.7271, -3.2809, 3.1335], [4.2228, -1.4475, -1.1807], [5.9142, 0.2091, 2.5219], [3.5371, -6.4134, -0.3585], [2.9852, 4.0313, -0.2911], [-4.5651, -3.1378, -4.0646], [-2.7171, 1.8903, -5.2925], [-5.1774, 5.6286, -1.2541], [4.6918, -4.6793, 3.5441], [-2.0001, -0.4990, 5.1894], [-3.5500, 3.9735, -0.5649], [3.4960, -0.2174, 4.4009], [0.4811, -1.7872, -3.9925], [-0.9678, -4.8374, 6.9616], [5.5771, -2.4852, -0.5723], [0.1253, 2.5098, 6.0147], [-0.5617, -3.6085, 8.1663], [-2.1872, -3.5470, -3.7534], [3.1261, 1.5362, -3.1447], [-4.3578, -2.6526, -5.7140], [4.6026, 4.4982, 0.2761], [-5.8585, -3.0409, 3.0616], [-2.6550, -4.4888, -5.1754], [-3.1301, -4.0649, 2.2037], [-1.8581, 1.6575, -6.6904], [5.6793, 1.1678, 3.9415], [-4.2798, 2.7158, -1.4361], [3.8964, 3.4068, 2.5381], [3.9223, -3.7399, 4.8535], [-4.7083, -3.9512, 3.9792], [-1.5499, 4.5807, 1.4459], [-3.8775, -2.5175, 1.8021], [-0.1211, -3.3684, -3.4574], [3.9231, -1.1578, 3.0113], [-2.9898, 1.9381, 0.9752], [4.4542, 1.2438, 2.6676], [-3.7949, -2.0273, -1.9592], [3.0425, -7.5108, -1.7329], [2.7042, 4.5067, 2.0256], [-3.3003, -1.6918, -0.2426], [-2.7490, -0.9956, 3.6641], [2.4964, 2.7377, 1.7007], [4.4483, -1.6362, 0.4694], [-5.0386, -1.9125, -0.7043], [-5.7064, -4.7560, 2.6959]]}